No. 1
18
Properties=species:S:1:pos:R:3:forces:R:3 method="wB97M-V/def2-TZVPD" lumo_energy_ev=-5.48 homo_ev=-8.8471 e_above_lowest_kcal_mol=314.97 fmax_ev_per_a=5.19
C -0.063 0.688 -0.732 -2.171 -1.550 1.325
C -1.099 0.019 -1.631 -0.124 0.071 -2.820
N -2.018 -0.874 -1.209 3.139 4.034 -0.921
C -2.114 -0.040 -0.067 -0.392 0.491 4.931
N -0.942 0.824 0.459 -0.186 -3.050 -3.336
H 0.359 1.671 -0.921 0.437 -0.217 -0.959
H -1.344 0.537 -2.560 0.850 -0.916 -1.000
H -2.805 0.802 -0.236 -0.968 -0.534 0.353
H -2.380 -0.680 0.774 -0.637 0.339 1.103
H 0.710 -0.138 -0.690 0.236 0.941 0.685
H 2.648 -0.454 -0.056 -0.867 -0.521 0.250
O 2.329 -1.076 0.761 -1.981 0.520 -2.712
H 3.497 0.374 -1.560 4.862 0.578 -1.433
H 3.038 -1.008 1.325 2.474 0.006 2.464
O 2.659 0.211 -1.317 -4.851 -0.277 1.401
H -0.822 -0.864 3.569 0.440 -0.229 0.342
H -0.603 0.438 1.343 0.202 -0.125 1.677
O -1.049 -0.429 2.747 -0.463 0.441 -1.349

=====

No. 2
18
Properties=species:S:1:pos:R:3:forces:R:3 method="wB97M-V/def2-TZVPD" lumo_energy_ev=0.31 homo_ev=-9.4022 e_above_lowest_kcal_mol=16.81 fmax_ev_per_a=1.58
C -0.688 -1.114 -0.589 0.716 -0.100 0.605
C -0.745 0.228 -1.259 -0.354 1.313 0.810
O -1.415 1.174 -0.398 -0.481 -0.029 -0.021
N 0.278 -1.258 0.485 0.533 0.279 0.361
C 0.327 -0.797 1.813 0.412 -0.515 -0.888
N -0.392 0.325 2.042 -0.987 0.535 -0.158
O 1.077 -1.362 2.582 -0.193 0.138 0.477
H -1.660 -1.387 -0.224 -0.781 -0.104 -0.076
H -0.357 -1.847 -1.312 -0.233 -0.166 -0.377
H 0.238 0.667 -1.381 0.193 -0.428 -0.581
H -1.296 0.214 -2.183 0.046 -0.374 -0.585
H -1.879 1.842 -0.913 0.143 -0.164 0.018
H 0.958 -1.987 0.370 0.029 -0.100 -0.003
H -1.004 0.626 1.303 0.055 0.162 -0.211
H -0.755 0.609 2.932 0.593 -0.460 0.528
H 1.849 0.879 -1.145 0.348 -0.542 0.028
H 2.682 2.058 -0.936 0.561 0.017 -0.007
O 2.781 1.129 -1.187 -0.598 0.540 0.077

=====

No. 3
18
Properties=species:S:1:pos:R:3:forces:R:3 method="wB97M-V/def2-TZVPD" lumo_energy_ev=0.10 homo_ev=-8.0993 e_above_lowest_kcal_mol=43.52 fmax_ev_per_a=2.72
C 0.453 0.515 -1.248 0.575 -0.300 -2.641
C -0.757 0.566 1.217 -0.191 -0.626 1.612
C 0.079 -0.260 1.864 -0.772 0.696 -0.183
N 0.245 -0.671 -1.650 -0.204 0.319 0.598
N -1.981 0.152 0.682 -0.003 0.060 -0.242
O -0.239 1.638 -1.623 0.159 0.010 0.702
O 1.637 0.816 -0.712 -0.409 0.285 0.410
O 1.460 -2.200 0.311 -0.257 -0.160 -0.945
H 1.661 1.761 -0.507 -0.009 -0.075 0.009
H -0.862 1.448 -2.336 0.099 -0.228 0.222
H 2.107 -1.552 0.599 -0.030 0.063 -0.094
H -0.671 1.639 1.337 0.221 0.097 -0.373
H 1.035 -1.798 -0.505 0.657 -0.391 1.045
H -0.632 -0.821 -2.132 -0.049 0.198 0.038
H -2.367 0.772 -0.013 0.007 -0.092 -0.019
H -1.987 -0.815 0.388 -0.075 0.074 0.007
H 0.931 0.128 2.393 0.187 0.119 0.024
H -0.111 -1.319 1.936 0.094 -0.047 -0.171

=====

No. 4
18
Properties=species:S:1:pos:R:3:forces:R:3 method="wB97M-V/def2-TZVPD" lumo_energy_ev=0.54 homo_ev=-9.3391 e_above_lowest_kcal_mol=46.57 fmax_ev_per_a=3.51
C 0.648 1.139 0.893 -1.687 1.509 0.758
N 0.198 0.265 -0.201 1.962 -0.630 0.932
C -0.754 0.635 -1.086 0.233 2.182 -1.740
O -1.507 1.609 -0.558 -1.100 1.050 2.152
O -0.840 0.403 -2.260 0.085 -1.770 -0.613
C 1.020 0.154 2.056 3.371 0.202 0.960
N 0.099 -0.884 2.448 0.250 0.286 1.608
H 1.491 1.880 0.636 -0.705 -1.629 0.117
H -0.256 1.958 1.049 2.209 -2.634 0.416
H 0.953 -0.447 -0.374 -1.709 1.116 -0.537
H -2.249 2.063 -1.001 0.894 -1.163 -0.701
H 1.336 0.773 2.930 -0.292 -0.298 -0.544
H 1.987 -0.516 1.867 -1.247 2.093 -0.563
H -0.678 -0.763 1.869 -1.995 -0.310 -0.423
H -0.100 -0.865 3.474 -0.188 0.129 -1.597
H 0.697 -1.869 -1.568 0.061 0.264 -0.165
H 1.561 -3.032 -1.028 1.556 -0.162 1.055
O 0.809 -2.814 -1.527 -1.700 -0.237 -1.114

=====

No. 5
16
Properties=species:S:1:pos:R:3:forces:R:3 method="wB97M-V/def2-TZVPD" total_charge=-1 lumo_energy_ev="3.40 / 3.43" homo_ev="0.9670 / -5.0294" s2=0.75 e_above_lowest_kcal_mol=63.72 fmax_ev_per_a=4.92 spin_multiplicity=2
C -2.154 -0.211 2.639 0.788 1.744 1.332
S -1.438 0.897 1.361 1.413 1.018 0.983
C -1.543 -0.013 -0.119 -4.508 0.070 -1.973
H -3.126 0.314 2.881 0.790 -1.491 -0.015
H -2.111 -1.273 2.465 -0.716 -0.235 -0.671
H -1.447 -0.140 3.531 -0.952 0.341 -0.894
H -0.869 -0.722 -0.481 1.565 -1.482 0.582
H -1.668 0.560 -1.132 -0.081 0.028 2.074
H -2.595 -0.463 0.123 1.654 -0.002 -1.394
N 1.659 0.194 -2.378 -1.644 2.445 1.558
C 2.484 0.278 -1.246 1.271 -2.310 -1.034
N 3.713 -0.035 -1.299 2.597 -2.350 -1.208
H 0.689 0.661 -2.152 1.990 -0.760 -1.013
H 2.065 0.441 -3.304 -0.324 -0.253 1.241
H 2.174 0.298 -0.245 -2.409 0.294 0.947
H 4.168 -0.786 -0.645 -1.435 2.944 -0.513

=====

No. 6
16
Properties=species:S:1:pos:R:3:forces:R:3 method="wB97M-V/def2-TZVPD" lumo_energy_ev=0.79 homo_ev=-8.2335 e_above_lowest_kcal_mol=78.45 fmax_ev_per_a=4.28
C 2.438 1.760 0.856 1.164 0.491 2.441
C -1.360 -0.449 1.207 3.598 0.299 0.413
C 0.062 -1.324 -1.148 0.100 0.295 0.255
N -2.358 -0.550 -1.300 0.705 -3.541 1.109
N 1.713 1.096 0.117 -0.519 -2.374 0.754
S -1.123 -0.013 -0.578 1.654 -0.479 0.562
H 2.845 2.741 0.736 0.217 0.853 -0.853
H 1.534 1.467 -0.761 -0.490 1.291 -2.024
H 2.722 1.372 1.848 -0.290 -0.214 -0.250
H -0.481 -0.147 1.930 -1.536 -0.404 -1.716
H -2.184 0.143 1.396 -1.839 1.156 0.767
H -1.579 -1.480 1.368 -0.249 -0.824 -0.246
H -0.630 -1.983 -1.696 0.291 -0.056 0.633
H 0.703 -0.871 -1.926 -0.035 -0.122 0.642
H 0.642 -1.798 -0.319 -0.437 0.449 -0.832
H -2.945 0.036 -1.731 -2.333 3.182 -1.654

=====

No. 7
16
Properties=species:S:1:pos:R:3:forces:R:3 method="wB97M-V/def2-TZVPD" lumo_energy_ev=-2.63 homo_ev=-8.3458 e_above_lowest_kcal_mol=123.24 fmax_ev_per_a=3.62
C -0.108 0.528 0.293 1.749 1.844 -0.034
C -1.565 -0.287 0.121 -2.374 -2.735 0.134
S -1.592 -1.512 1.351 0.454 0.425 -0.227
N -0.064 1.303 -0.809 -0.399 -0.231 0.481
C 0.867 0.871 -1.795 0.606 0.218 -0.864
N 2.253 1.070 -1.325 0.067 0.233 0.456
H -0.256 1.127 1.184 -0.487 -0.172 0.231
H 0.681 -0.203 0.421 0.049 -0.341 -0.011
H -1.327 -3.708 3.938 0.012 -0.050 -0.029
H -1.544 -0.792 -0.854 0.162 0.720 0.106
H -2.439 0.346 0.262 0.701 0.750 -0.358
H -1.441 -3.140 4.399 -0.012 0.042 0.031
H 0.776 -0.185 -2.014 -0.430 -0.575 -0.018
H 0.717 1.415 -2.744 -0.130 -0.112 0.426
H 2.776 1.611 -2.002 -0.026 0.087 0.219
H 2.264 1.558 -0.425 0.059 -0.103 -0.541

=====

No. 8
16
Properties=species:S:1:pos:R:3:forces:R:3 method="wB97M-V/def2-TZVPD" lumo_energy_ev=0.93 homo_ev=-8.7952 e_above_lowest_kcal_mol=9.91 fmax_ev_per_a=1.20
N 0.285 0.145 -1.473 0.070 -0.400 -0.725
C -0.197 -0.400 -0.221 0.049 -0.415 1.128
C 0.103 0.508 1.017 -0.906 -0.148 -0.385
S -0.179 2.279 0.649 0.393 -0.374 0.276
C 0.365 -1.781 0.154 0.597 -0.212 -0.690
N -0.183 -2.921 -0.599 -0.543 0.315 -0.112
H -0.433 0.086 -2.190 0.096 0.188 0.217
H 1.046 -0.418 -1.835 0.164 0.081 0.114
H -1.285 -0.499 -0.280 -0.020 0.134 0.019
H 1.014 0.205 1.536 0.546 0.653 -0.524
H -0.645 0.248 1.772 -0.227 0.201 -0.123
H 0.455 2.305 -0.542 -0.085 -0.168 0.257
H 1.438 -1.822 -0.093 -0.042 0.528 0.401
H 0.284 -1.893 1.238 -0.168 -0.200 -0.038
H -1.062 -2.682 -1.045 0.017 0.091 0.017
H -0.401 -3.683 0.020 0.059 -0.274 0.169

=====

No. 9
17
Properties=species:S:1:pos:R:3:forces:R:3 method="wB97M-V/def2-TZVPD" lumo_energy_ev=0.76 homo_ev=-8.7958 e_above_lowest_kcal_mol=6.18 fmax_ev_per_a=2.05
S -3.641 -1.918 -0.656 0.058 0.051 0.172
S -2.600 -0.175 -0.259 -0.070 -0.273 -0.318
C -0.922 -0.812 0.075 -0.078 0.191 0.105
C 0.106 0.319 -0.143 0.179 -0.711 0.135
C 1.382 0.000 0.651 -0.034 -0.451 -0.553
N 2.561 0.430 -0.099 -1.590 1.004 -0.806
N -0.481 1.607 0.189 0.161 0.350 0.141
H -3.364 -2.110 -1.959 0.075 0.170 0.014
H -0.724 -1.656 -0.584 -0.002 0.044 -0.042
H -0.899 -1.178 1.100 0.024 0.034 0.149
H 0.458 0.236 -1.174 -0.336 0.402 -0.154
H 1.398 -1.090 0.711 0.295 -0.015 0.165
H 1.351 0.386 1.669 -0.260 0.114 0.241
H 3.399 0.188 0.330 1.612 -0.732 0.998
H 2.576 1.445 -0.151 -0.070 -0.051 -0.141
H 0.049 2.105 0.890 -0.020 0.000 0.003
H -0.648 2.225 -0.590 0.055 -0.127 -0.109

=====

No. 10
16
Properties=species:S:1:pos:R:3:forces:R:3 method="wB97M-V/def2-TZVPD" total_charge=+1 lumo_energy_ev=-3.02 homo_ev=-11.9800 e_above_lowest_kcal_mol=85.33 fmax_ev_per_a=4.75
C 0.196 -1.225 0.499 -0.787 0.702 -0.749
C 1.478 1.268 -0.174 3.165 -3.405 -0.950
C -2.130 -1.455 -0.355 -1.804 -1.544 -0.514
N 0.706 1.864 -1.036 -0.797 0.566 -0.757
N 1.776 1.716 1.022 -3.193 1.285 -2.720
N -0.888 -1.912 0.219 1.193 0.094 2.253
H 0.979 -1.769 1.072 -0.840 -0.546 -0.333
H 2.068 0.338 -0.499 -0.955 1.829 0.194
H -3.073 -1.456 0.297 1.706 -0.583 -0.278
H -2.110 -0.466 -0.690 0.699 1.488 -0.696
H -2.310 -2.150 -1.207 -0.266 0.701 0.446
H 0.685 1.692 -2.069 0.028 -0.217 1.802
H 1.108 2.370 1.314 -0.511 1.395 1.183
H 2.425 1.441 1.656 2.199 -1.658 1.754
H -1.003 -2.839 0.616 0.138 -0.292 -0.127
H 0.093 2.581 -0.666 0.025 0.185 -0.508

=====

No. 11
16
Properties=species:S:1:pos:R:3:forces:R:3 method="wB97M-V/def2-TZVPD" total_charge=+1 lumo_energy_ev="-3.13 / -8.81" homo_ev="-7.4748 / -15.9234" s2=2.00 e_above_lowest_kcal_mol=93.70 fmax_ev_per_a=4.53 spin_multiplicity=3
C -1.795 -0.743 0.874 0.459 0.165 -0.669
C -0.499 0.270 -0.218 3.276 0.131 -3.120
C 2.025 0.606 -0.240 1.552 -1.757 0.978
N -1.422 -0.774 -0.514 -0.927 1.634 -1.995
N -0.511 -0.059 1.175 -1.862 -0.665 -2.077
N 0.872 -0.145 -0.868 0.433 0.782 -0.322
H -2.542 -0.025 1.206 -0.587 -0.068 0.391
H -1.849 -1.733 1.151 -0.763 -2.069 1.795
H -0.676 1.414 -0.562 0.323 -1.662 1.436
H 2.356 -0.079 0.594 0.004 0.775 -0.815
H 2.902 0.734 -0.960 -1.488 0.127 0.826
H 1.627 1.473 0.283 0.165 0.504 -0.555
H -2.055 -0.323 -1.194 -0.677 -0.883 0.300
H -0.395 0.636 1.859 1.060 2.666 2.951
H 0.924 -1.140 -0.669 0.152 -0.219 0.093
H 1.037 -0.112 -1.919 -1.120 0.539 0.785

=====

No. 12
17
Properties=species:S:1:pos:R:3:forces:R:3 method="wB97M-V/def2-TZVPD" total_charge=+1 lumo_energy_ev=-5.07 homo_ev=-13.2203 e_above_lowest_kcal_mol=69.28 fmax_ev_per_a=1.73
O -3.245 -2.459 -0.225 0.235 -0.377 -0.348
C -2.130 -2.031 -0.168 -0.753 1.102 0.465
C -1.375 -1.392 -1.311 -0.363 -0.649 0.097
H -1.717 -1.878 0.864 0.411 -0.323 -0.133
H -0.359 -1.787 -1.359 0.058 0.167 -0.106
H -1.383 -0.310 -1.144 0.144 0.020 -0.042
H -1.911 -1.590 -2.236 0.113 -0.016 -0.075
N 0.485 1.881 -0.281 -0.918 -0.562 0.016
C 1.145 1.006 0.579 0.743 1.450 -0.573
N 2.397 1.315 1.115 0.182 -0.415 0.575
N 0.603 -0.095 0.917 -0.028 -0.567 0.761
H 0.928 1.986 -1.186 0.085 -0.001 -0.023
H 0.324 2.787 0.143 0.143 0.100 -0.060
H 3.122 1.431 0.412 -0.118 -0.063 -0.129
H 2.358 2.188 1.640 -0.016 -0.070 0.006
H -0.340 -0.367 0.657 0.051 0.186 -0.309
H 1.098 -0.683 1.583 0.031 0.016 -0.122

=====

No. 13
17
Properties=species:S:1:pos:R:3:forces:R:3 method="wB97M-V/def2-TZVPD" total_charge=+1 lumo_energy_ev=-2.97 homo_ev=-13.9184 e_above_lowest_kcal_mol=38.28 fmax_ev_per_a=0.64
N 1.940 -0.451 -2.015 0.005 -0.019 -0.006
C 1.353 0.748 -2.104 0.291 0.122 -0.281
N 0.781 1.349 -1.127 -0.516 -0.051 0.069
H 2.051 -0.904 -1.125 0.067 -0.003 0.033
H 2.519 -0.769 -2.771 -0.012 -0.111 -0.038
H 1.415 1.194 -3.099 -0.026 -0.037 0.114
H 0.378 2.222 -1.449 0.074 0.066 0.081
O -2.164 -0.241 2.941 -0.066 0.241 0.284
C -1.986 -1.065 2.094 0.025 -0.338 -0.211
C -1.018 -0.792 0.967 0.296 0.242 -0.518
N -0.353 0.516 1.177 -0.162 -0.083 -0.150
H -2.535 -2.019 2.062 0.046 -0.021 0.022
H -0.258 -1.550 0.788 -0.030 -0.225 0.408
H -1.552 -0.735 0.020 -0.275 0.046 -0.028
H 0.373 0.463 1.886 -0.020 -0.004 0.166
H 0.109 0.854 0.239 0.199 0.126 -0.018
H -1.052 1.181 1.515 0.103 0.048 0.072

=====

No. 14
18
Properties=species:S:1:pos:R:3:forces:R:3 method="wB97M-V/def2-TZVPD" total_charge=+1 lumo_energy_ev=-4.72 homo_ev=-15.0123 e_above_lowest_kcal_mol=225.47 fmax_ev_per_a=6.33
C 0.483 1.201 0.980 3.748 -0.805 2.740
C 0.543 0.309 -1.177 -3.059 -4.936 -2.512
C 1.179 -1.111 0.543 2.283 2.914 -0.966
N -1.031 -0.445 0.474 -3.416 3.604 -0.533
N -2.463 0.036 -0.650 2.476 -2.034 3.005
N 0.230 0.018 0.168 1.599 -1.820 1.520
O -2.412 1.112 -1.039 -0.230 1.577 -1.033
O -3.166 -0.880 -0.548 -0.968 -0.141 -0.654
H 1.351 1.740 0.563 -0.845 0.170 -0.072
H -0.420 1.707 1.082 -1.172 1.221 0.216
H 0.930 0.830 1.996 -1.459 0.814 -1.582
H -0.032 1.006 -1.603 -2.399 3.059 -1.094
H 1.480 0.605 -1.218 4.556 0.962 -0.547
H 0.279 -0.631 -1.780 1.004 1.192 0.654
H 0.958 -1.922 -0.018 -1.027 -2.539 -1.963
H 2.247 -0.853 0.268 -1.292 0.123 0.679
H 1.042 -1.333 1.529 -0.145 -0.368 2.710
H -1.200 -1.389 0.431 0.346 -2.992 -0.566